Arrangement one

Here is an isolated molecule of C3H7ClN2S from the Open Molecules 2025 dataset. Energies are from ωB97M-V with the def2-TZVPD basis set.

The geometry in ORCA input format:
```
! RIJCOSX wB97M-V def2-TZVPD def2/J DEFGRID3
* xyz 0 1
C -2.325 -0.305 -0.117
N -0.990 -0.848 -0.080
C 0.189 -0.230 -0.034
C 1.254 -0.995 0.734
Cl 2.449 -1.540 -0.374
N 0.540 0.925 -0.545
S 1.615 2.060 0.059
H -2.523 0.387 0.718
H -2.347 0.477 -1.129
H -3.126 -1.253 -0.338
H 1.576 0.014 1.327
H 1.092 -1.871 1.254
H -0.143 1.467 -0.861
H 2.739 1.711 -0.613
*
```

## Properties
orbital gap = 9.09 eV
HOMO level = -8.52 eV



Arrangement two

Here is a cluster of 2 separate species, C3H7ClN2S in total from the Open Molecules 2025 dataset. Energies are from ωB97M-V with the def2-TZVPD basis set.

The geometry in ORCA input format:
```
! RIJCOSX wB97M-V def2-TZVPD def2/J DEFGRID3
* xyz 0 1
C -0.442 0.473 -0.440
C 0.707 0.357 0.478
C 1.728 -0.841 0.233
H -3.830 0.137 0.234
H -0.960 -0.960 0.802
H 0.011 2.090 -1.088
H 1.390 1.364 0.312
H 0.202 0.495 1.557
H 1.085 -1.704 0.261
H 2.568 -0.702 1.038
N -1.049 -0.898 -0.169
N -0.947 1.569 -1.012
S -2.678 -0.833 -0.885
Cl 2.215 -0.547 -1.321
*
```

## Properties
orbital gap = 8.91 eV
HOMO level = -9.18 eV



In order of decreasing stability: arrangement one, arrangement two.



Arrangement one

Here is a cluster of 9 separate species, C8H35N16O9 in total from the Open Molecules 2025 dataset. Energies are from ωB97M-V with the def2-TZVPD basis set.

The geometry in ORCA input format:
```
! RIJCOSX wB97M-V def2-TZVPD def2/J DEFGRID3
* xyz 1 1
O 0.293 -0.198 0.243
H -0.033 -0.892 -0.336
H 0.281 -0.572 1.126
H -0.319 0.541 0.213
C -3.889 -3.033 -0.371
O -5.075 -3.399 -0.464
N -2.971 -3.226 -1.293
N -3.337 -2.445 0.675
H -1.981 -3.115 -1.129
H -3.210 -3.822 -2.073
H -4.049 -2.209 1.352
H -2.365 -2.232 0.845
C 0.291 -1.866 -2.317
O -0.359 -2.145 -1.357
N -0.246 -1.827 -3.515
N 1.623 -1.782 -2.359
H -1.245 -1.917 -3.637
H 0.359 -1.546 -4.273
H 2.201 -1.629 -3.173
H 2.103 -2.062 -1.515
C -2.675 1.671 1.369
O -1.568 1.319 1.585
N -3.657 0.842 1.120
N -3.004 2.930 1.414
H -3.647 -0.168 1.138
H -4.502 1.209 0.704
H -3.886 3.196 1.828
H -2.242 3.572 1.577
C -1.255 1.465 -2.748
O -1.361 0.614 -1.896
N -1.889 2.589 -2.688
N -0.446 1.328 -3.768
H -2.387 2.816 -1.839
H -1.857 3.163 -3.519
H 0.345 0.700 -3.767
H -0.459 2.033 -4.490
C 3.775 1.035 -1.367
O 2.704 1.171 -0.711
N 4.310 -0.106 -1.702
N 4.372 2.009 -1.918
H 5.218 -0.140 -2.143
H 3.895 -0.959 -1.357
H 5.291 1.732 -2.233
H 4.025 2.957 -1.889
C 2.077 0.073 3.512
O 1.202 0.724 2.893
N 2.158 -0.121 4.783
N 3.057 -0.535 2.927
H 2.942 -0.560 5.245
H 1.354 0.205 5.301
H 3.033 -0.759 1.942
H 3.845 -0.775 3.511
C 0.741 3.888 0.213
O 1.663 4.488 0.826
N 0.709 2.677 -0.244
N -0.319 4.545 -0.067
H 1.545 2.121 -0.356
H -0.136 2.497 -0.767
H -0.454 5.503 0.223
H -1.029 4.111 -0.639
C -0.235 -2.780 2.593
O -0.780 -1.745 2.221
N -0.076 -3.834 1.795
N 0.441 -2.949 3.700
H -0.373 -3.752 0.833
H 0.671 -4.504 1.905
H 0.264 -2.199 4.352
H 0.523 -3.923 3.955
*
```

## Properties
orbital gap = 8.17 eV
HOMO level = -10.72 eV



Arrangement two

Here is a cluster of 9 separate species, C8H35N16O9 in total from the Open Molecules 2025 dataset. Energies are from ωB97M-V with the def2-TZVPD basis set.

The geometry in ORCA input format:
```
! RIJCOSX wB97M-V def2-TZVPD def2/J DEFGRID3
* xyz 1 1
O 0.142 -0.165 0.267
H -0.326 -0.865 0.727
H 1.058 -0.253 0.541
H -0.138 0.717 0.523
C -1.347 -3.309 1.793
O -0.771 -2.447 1.133
N -1.779 -3.058 2.950
N -1.764 -4.481 1.386
H -1.658 -3.800 3.625
H -1.735 -2.160 3.410
H -1.665 -4.689 0.402
H -2.203 -5.105 2.047
C 0.142 2.536 2.641
O 0.640 1.888 1.721
N 0.509 3.692 3.043
N -0.879 2.028 3.275
H -0.076 4.256 3.644
H 1.075 4.328 2.500
H -1.278 2.723 3.890
H -1.200 1.084 3.118
C -3.553 0.152 1.488
O -2.368 -0.004 1.322
N -4.207 1.152 0.884
N -4.190 -0.271 2.545
H -5.199 1.275 1.029
H -3.651 1.787 0.329
H -5.149 -0.303 2.231
H -3.831 -1.113 2.972
C -0.951 2.193 -2.327
O -0.771 2.043 -1.216
N -1.910 2.959 -2.772
N -0.335 1.639 -3.294
H -2.478 3.338 -2.028
H -1.968 3.396 -3.681
H -0.455 1.963 -4.244
H 0.599 1.345 -3.048
C 4.479 2.209 -1.342
O 4.969 2.170 -2.400
N 3.315 1.785 -0.854
N 4.827 3.188 -0.520
H 3.163 2.013 0.118
H 2.826 1.043 -1.334
H 4.499 3.218 0.434
H 5.549 3.797 -0.877
C 3.325 -1.807 2.108
O 2.391 -1.384 1.460
N 4.457 -1.266 2.399
N 3.174 -2.775 2.925
H 4.881 -1.521 3.280
H 4.610 -0.361 1.979
H 3.969 -2.997 3.506
H 2.417 -3.443 2.956
C -2.857 -1.171 -2.767
O -2.354 -2.285 -3.022
N -2.907 -0.523 -1.646
N -3.527 -0.579 -3.672
H -3.254 0.422 -1.725
H -2.484 -0.890 -0.805
H -3.931 0.327 -3.486
H -3.433 -0.952 -4.606
C 1.905 -1.209 -2.723
O 1.775 -0.253 -1.939
N 3.077 -1.657 -3.193
N 0.880 -1.949 -3.176
H 3.967 -1.237 -2.966
H 3.041 -2.222 -4.030
H -0.029 -1.569 -2.957
H 0.951 -2.592 -3.952
*
```

## Properties
orbital gap = 8.83 eV
HOMO level = -10.79 eV



In order of decreasing stability: arrangement one, arrangement two.



Arrangement one

Here is an isolated molecule of C2H4P2 from the Open Molecules 2025 dataset. Energies are from ωB97M-V with the def2-TZVPD basis set.

The geometry in ORCA input format:
```
! RIJCOSX wB97M-V def2-TZVPD def2/J DEFGRID3
* xyz 0 1
C 1.435 -0.248 -0.141
C 1.521 0.766 0.616
P -0.251 -1.180 0.342
P -1.596 0.363 -0.123
H 2.189 -0.559 -0.775
H 1.143 1.494 1.198
H -2.655 -0.603 0.308
H -1.787 -0.032 -1.425
*
```

## Properties
orbital gap (spin up / spin down) = 7.66 / 6.83 eV
HOMO level (spin up / spin down) = -7.96 / -7.81 eV



Arrangement two

Here is a cluster of 2 separate species, C2H4P2 in total from the Open Molecules 2025 dataset. Energies are from ωB97M-V with the def2-TZVPD basis set.

The geometry in ORCA input format:
```
! RIJCOSX wB97M-V def2-TZVPD def2/J DEFGRID3
* xyz 0 1
C -0.453 -1.349 0.529
C -0.067 -0.542 1.486
P 1.289 -1.705 0.929
P -0.032 1.893 -2.247
H -1.193 -1.692 -0.076
H -0.108 0.311 1.999
H 0.525 2.489 -1.070
H 0.039 0.595 -1.549
*
```

## Properties
orbital gap (spin up / spin down) = 9.07 / 5.78 eV
HOMO level (spin up / spin down) = -9.07 / -7.08 eV



Arrangement three

Here is an isolated molecule of C2H4P2 from the Open Molecules 2025 dataset. Energies are from ωB97M-V with the def2-TZVPD basis set.

The geometry in ORCA input format:
```
! RIJCOSX wB97M-V def2-TZVPD def2/J DEFGRID3
* xyz 0 1
C 0.973 0.952 0.303
P -0.542 1.242 -0.803
P 0.798 -0.223 -1.595
C -0.838 -0.622 -0.952
H 1.865 1.556 0.194
H 0.867 0.143 1.187
H -0.676 -1.089 0.030
H -1.735 -0.906 -1.540
*
```

## Properties
orbital gap = 9.00 eV
HOMO level = -8.39 eV



In order of decreasing stability: arrangement three, arrangement one, arrangement two.



Arrangement one

Here is the ion C4H4N with charge +1 from the Open Molecules 2025 dataset. Energies are from ωB97M-V with the def2-TZVPD basis set.

The geometry in ORCA input format:
```
! RIJCOSX wB97M-V def2-TZVPD def2/J DEFGRID3
* xyz 1 1
C -1.106 -0.062 -2.362
N -1.003 -0.089 -1.222
C -0.901 -0.299 0.013
C 0.422 -0.007 0.830
C 1.461 0.407 1.673
H -0.991 -0.234 -3.366
H -1.575 -0.998 0.367
H 1.218 1.204 2.364
H 2.475 0.078 1.702
*
```

## Properties
orbital gap (spin up / spin down) = 8.51 / 8.51 eV
HOMO level (spin up / spin down) = -14.52 / -14.52 eV



Arrangement two

Here is a cluster of 2 separate species, C4H4N in total from the Open Molecules 2025 dataset. Energies are from ωB97M-V with the def2-TZVPD basis set.

The geometry in ORCA input format:
```
! RIJCOSX wB97M-V def2-TZVPD def2/J DEFGRID3
* xyz 1 1
C 2.049 -1.265 -0.077
C -2.876 -0.620 0.057
C 1.611 -0.131 -0.115
C 0.930 1.010 -0.032
N -1.853 -0.156 -0.125
H 2.570 -2.235 0.067
H -3.881 -0.923 0.364
H 1.043 1.530 0.981
H 0.488 1.707 -0.895
*
```

## Properties
orbital gap = 8.56 eV
HOMO level = -16.55 eV



In order of decreasing stability: arrangement two, arrangement one.



Arrangement one

Here is an isolated molecule of C3H5N3S2 from the Open Molecules 2025 dataset. Energies are from ωB97M-V with the def2-TZVPD basis set.

The geometry in ORCA input format:
```
! RIJCOSX wB97M-V def2-TZVPD def2/J DEFGRID3
* xyz 0 1
C -2.283 -0.945 -0.124
S -1.263 0.240 0.585
C 0.403 -0.224 0.185
N 0.881 -1.497 0.027
N 2.089 -1.583 -0.207
S 2.866 -0.093 -0.296
C 1.407 0.752 0.050
N 1.280 2.073 0.230
H -3.272 -0.757 0.289
H -2.051 -1.972 0.201
H -2.329 -0.988 -1.229
H 0.325 2.300 0.396
H 1.948 2.693 -0.107
*
```

## Properties
orbital gap = 8.57 eV
HOMO level = -8.04 eV



Arrangement two

Here is an isolated molecule of C3H5N3S2 from the Open Molecules 2025 dataset. Energies are from ωB97M-V with the def2-TZVPD basis set.

The geometry in ORCA input format:
```
! RIJCOSX wB97M-V def2-TZVPD def2/J DEFGRID3
* xyz 0 1
N -4.057 -0.759 0.432
N -3.804 0.504 0.163
C -2.610 0.839 -0.375
C -1.421 0.074 -0.489
N -0.288 0.523 0.114
S 0.923 -0.659 -0.334
C 2.317 0.376 0.252
S 3.933 0.060 0.168
H -3.395 -1.513 0.753
H -4.909 -0.851 0.908
H -2.740 1.997 -0.508
H -1.308 -0.891 -0.867
H 1.970 1.227 1.073
*
```

## Properties
orbital gap = 8.16 eV
HOMO level = -8.65 eV



In order of decreasing stability: arrangement one, arrangement two.